No. 1
Below is a 2-piece molecular cluster, C4H10O overall in a non-equilibrium geometry, with properties calculated with wB97M-V/def2-TZVPD.

Structure (XYZ):
```
15
Properties=species:S:1:pos:R:3:mulliken_charge:R:1
C 0.43 0.27 1.29 -1.21
C 0.65 0.04 0.00 1.10
C 0.85 -1.35 -0.44 -1.16
C 0.66 1.05 -1.04 -1.26
H 0.49 -0.38 2.12 0.32
H 0.12 1.20 1.75 0.30
H -0.13 -1.66 -0.80 0.27
H 1.14 -2.12 0.29 0.37
H 1.66 -1.55 -1.22 0.30
H 0.15 0.84 -1.98 0.33
H 0.21 2.08 -0.80 0.29
H 1.61 1.30 -1.47 0.36
O -2.77 0.26 0.41 -0.62
H -2.04 -0.33 0.59 0.29
H -3.03 0.37 1.30 0.32
```

## Properties
**HOMO energy**: -9.3925 eV
**Multiplicity**: 1
**Energy relative to the best compared isomer or geometry (same formula, charge and spin)**: 1.428 eV
**Charge**: 0
**Maximum force**: 3.8 eV Å⁻¹

No. 2
Below is C41H42BrN15SeSiTi as an isolated structure, with properties calculated with wB97M-V/def2-TZVPD.

Structure (XYZ):
```
102
Properties=species:S:1:pos:R:3:mulliken_charge:R:1
Ti -0.54 0.35 0.46 -1.17
C -0.36 -1.06 4.73 -0.65
C -0.06 -0.85 3.39 -0.44
N -0.73 0.04 2.67 0.70
C -1.69 0.75 3.27 -0.55
C -1.99 0.51 4.61 0.06
N -1.34 -0.39 5.33 -0.60
C -2.31 1.81 2.46 0.86
C -3.37 2.57 2.91 -1.13
C -3.82 3.65 2.15 1.19
C -3.10 3.95 1.00 -0.88
C -2.04 3.15 0.59 0.23
N -1.69 2.04 1.28 0.70
C -1.18 3.57 -0.54 0.03
C -1.65 4.31 -1.62 -0.26
N -0.83 4.73 -2.58 -0.62
C 0.45 4.42 -2.44 -0.59
C 0.92 3.66 -1.38 -0.15
N 0.10 3.23 -0.43 -0.19
C -4.96 4.46 2.59 0.45
C -6.02 3.88 3.29 -0.48
C -7.09 4.68 3.66 -0.74
N -7.16 5.98 3.41 -0.55
C -6.14 6.54 2.75 -0.52
C -5.03 5.83 2.32 -0.52
H 0.19 -1.78 5.32 0.44
H 0.74 -1.40 2.91 0.51
H -2.76 1.08 5.12 0.50
H -3.83 2.35 3.86 0.72
H -3.35 4.83 0.42 0.63
H -2.70 4.55 -1.73 0.44
H 1.13 4.78 -3.21 0.43
H 1.96 3.39 -1.29 0.51
H -6.04 2.82 3.50 0.53
H -7.93 4.25 4.19 0.41
H -6.22 7.60 2.57 0.39
H -4.23 6.35 1.81 0.48
Br -8.01 1.29 1.81 -0.03
C -6.27 0.65 1.50 -0.43
C -5.54 1.13 0.42 -0.52
C -4.27 0.63 0.17 0.47
C -3.74 -0.35 1.00 -0.50
C -4.46 -0.81 2.10 -0.36
C -5.73 -0.31 2.35 -0.90
N -2.44 -0.88 0.74 0.80
C -2.30 -2.15 0.73 -0.50
C -0.96 -2.70 0.56 0.38
C -0.74 -4.06 0.51 -1.02
C 0.57 -4.52 0.33 -0.77
C 1.58 -3.59 0.20 -0.98
C 1.27 -2.23 0.26 -0.45
N 0.03 -1.78 0.45 0.97
H -5.98 1.87 -0.24 0.55
H -3.70 0.98 -0.68 -0.09
H -4.04 -1.56 2.76 0.64
H -6.30 -0.67 3.19 0.51
H -3.15 -2.82 0.84 0.64
H -1.56 -4.75 0.60 0.60
H 0.78 -5.58 0.29 0.49
H 2.61 -3.88 0.05 0.59
H 2.04 -1.49 0.12 0.41
C -1.16 1.90 -4.81 -0.96
Si -2.11 0.61 -3.88 0.67
C -3.86 1.10 -3.50 -1.08
C -1.93 -1.09 -4.60 -1.05
Se -1.00 0.42 -1.79 0.38
H -1.55 1.91 -5.83 0.53
H -0.09 1.69 -4.86 0.23
H -1.31 2.90 -4.40 0.32
H -4.33 1.41 -4.44 0.50
H -3.91 1.94 -2.81 0.21
H -4.44 0.27 -3.09 0.29
H -2.48 -1.13 -5.54 0.46
H -2.35 -1.86 -3.94 0.32
H -0.89 -1.34 -4.80 0.27
C 4.12 -1.47 -2.29 -0.81
N 2.73 -0.95 -2.26 0.64
C 2.74 0.36 -2.93 0.11
N 3.23 0.29 -4.30 0.13
C 4.60 -0.25 -4.27 -0.76
N 4.64 -1.57 -3.65 0.11
C 3.77 -2.47 -4.41 -0.76
N 2.39 -1.99 -4.45 0.15
C 1.91 -1.87 -3.08 -0.33
C 2.39 -0.65 -5.05 -0.20
H 4.15 -2.46 -1.83 0.15
H 4.77 -0.80 -1.71 0.33
H 3.37 1.04 -2.36 0.53
H 1.72 0.75 -2.94 -0.92
H 5.24 0.43 -3.70 0.34
H 4.98 -0.32 -5.29 0.35
H 3.79 -3.46 -3.96 0.36
H 4.15 -2.55 -5.43 0.35
H 1.92 -2.86 -2.61 0.57
H 0.88 -1.50 -3.08 -0.58
H 1.36 -0.27 -5.07 -0.46
H 2.75 -0.72 -6.07 0.59
N 1.29 0.78 0.73 0.05
C 2.47 0.93 0.60 0.88
N 3.65 1.18 0.40 -0.57
C 4.72 0.44 0.68 0.50
N 5.67 -0.19 0.87 -0.49
```

## Properties
**HOMO energy**: -12.6190 eV
**Multiplicity**: 1
**Energy relative to the best compared isomer or geometry (same formula, charge and spin)**: 0.000 eV
**Charge**: +2
**Maximum force**: 0.4 eV Å⁻¹

Question: Which formula does entry 2 have?
Answer: C41H42BrN15SeSiTi

Question: Among the records above, which one has the highest energy relative to the best compared isomer or geometry (same formula, charge and spin)?
Answer: C4H10O

Question: Which of these has the highest maximum force?
Answer: C4H10O